The following is a DFT calculation (the ωB97M-V functional and the def2-TZVPD basis) of a cluster of 4 separate species, C33H63BrO2PS in total in a non-equilibrium geometry.

Last columns: bonded neighbours and bond lengths (Å).
Element x y z (Å)
1 C 8.395 1.707 0.783  C2 1.374, H21 1.117, H22 1.126
2 C 7.279 1.317 1.483  C1 1.374, C3 1.568, H23 1.124
3 C 6.454 0.002 1.265  C2 1.568, P4 1.935, H24 1.137, H25 1.119
4 P 4.838 0.226 0.225  C3 1.935, S5 2.230, C6 1.942, C9 1.921, C17 1.914, H26 1.453
5 S 4.970 2.452 0.242  P4 2.230, H27 1.367
6 C 4.501 -1.685 0.174  P4 1.942, C7 1.576, H28 1.131, H29 1.123
7 C 2.965 -1.950 -0.059  C6 1.576, C8 1.362, H30 1.125
8 C 2.173 -2.688 0.769  C7 1.362, H31 1.125, H32 1.120
9 C 3.856 0.281 1.876  P4 1.921, O10 1.463, H33 1.133, H34 1.134
10 O 2.444 0.642 1.755  C9 1.463, C11 1.375
11 C 2.149 1.899 2.228  O10 1.375, C12 1.456, C16 1.482
12 C 2.244 2.349 3.610  C11 1.456, C13 1.477, H35 1.114
13 C 1.894 3.743 3.954  C12 1.477, C14 1.466, H36 1.114
14 C 1.423 4.682 2.932  C13 1.466, C15 1.471, H37 1.116
15 C 1.288 4.241 1.536  C14 1.471, C16 1.452, H38 1.112
16 C 1.649 2.869 1.225  C11 1.482, C15 1.452, H39 1.121
17 C 5.710 0.272 -1.477  P4 1.914, C18 1.529, H40 1.130, H41 1.133
18 C 6.922 -0.609 -1.783  C17 1.529, O19 1.184, Br20 2.030
19 O 8.045 -0.531 -1.417  C18 1.184
20 Br 6.608 -2.115 -3.108  C18 2.030
21 H 9.220 1.012 0.492  C1 1.117
22 H 8.484 2.801 0.532  C1 1.126
23 H 6.954 1.983 2.328  C2 1.124
24 H 6.092 -0.254 2.311  C3 1.137
25 H 7.077 -0.881 0.975  C3 1.119
26 H 3.569 0.379 -0.467  P4 1.453
27 H 4.688 2.935 1.490  S5 1.367
28 H 4.847 -2.202 1.118  C6 1.131
29 H 5.009 -2.220 -0.672  C6 1.123
30 H 2.519 -1.438 -0.955  C7 1.125
31 H 1.082 -2.413 0.793  C8 1.125
32 H 2.550 -3.560 1.361  C8 1.120
33 H 3.877 -0.701 2.441  C9 1.133
34 H 4.312 1.023 2.601  C9 1.134
35 H 2.619 1.662 4.402  C12 1.114
36 H 1.979 4.157 4.985  C13 1.114
37 H 1.163 5.745 3.154  C14 1.116
38 H 0.948 4.879 0.691  C15 1.112
39 H 1.554 2.527 0.162  C16 1.121
40 H 4.925 0.057 -2.261  C17 1.130
41 H 6.019 1.341 -1.688  C17 1.133
42 C 1.697 2.399 -7.276  C43 1.524, H48 1.092, H49 1.093, H50 1.093
43 C 2.335 2.535 -5.898  C42 1.524, C44 1.528, H51 1.094, H52 1.094
44 C 3.555 3.455 -5.887  C43 1.528, C45 1.531, H53 1.094, H54 1.097
45 C 4.728 2.992 -6.754  C44 1.531, C46 1.529, H55 1.096, H56 1.095
46 C 5.274 1.604 -6.416  C45 1.529, C47 1.523, H57 1.095, H58 1.094
47 C 5.840 1.509 -5.005  C46 1.523, H59 1.093, H60 1.093, H61 1.092
48 H 2.385 1.954 -7.997  C42 1.092
49 H 0.814 1.757 -7.222  C42 1.093
50 H 1.382 3.375 -7.656  C42 1.093
51 H 2.599 1.545 -5.517  C43 1.094
52 H 1.589 2.940 -5.207  C43 1.094
53 H 3.892 3.581 -4.854  C44 1.094
54 H 3.250 4.453 -6.226  C44 1.097
55 H 5.538 3.724 -6.661  C45 1.096
56 H 4.433 3.007 -7.809  C45 1.095
57 H 6.069 1.361 -7.129  C46 1.095
58 H 4.499 0.844 -6.553  C46 1.094
59 H 6.651 2.228 -4.862  C47 1.093
60 H 6.242 0.508 -4.827  C47 1.093
61 H 5.076 1.696 -4.249  C47 1.092
62 C -1.714 -0.341 1.612  C63 1.525, H68 1.092, H69 1.092, H70 1.093
63 C -2.219 -1.447 0.692  C62 1.525, C64 1.529, H71 1.094, H72 1.095
64 C -3.704 -1.757 0.881  C63 1.529, C65 1.530, H73 1.095, H74 1.096
65 C -4.089 -2.275 2.269  C64 1.530, C66 1.529, H75 1.096, H76 1.095
66 C -3.360 -3.543 2.714  C65 1.529, C67 1.524, H77 1.095, H78 1.094
67 C -3.641 -4.744 1.819  C66 1.524, H79 1.094, H80 1.093, H81 1.092
68 H -1.806 -0.617 2.664  C62 1.092
69 H -0.658 -0.138 1.416  C62 1.092
70 H -2.271 0.585 1.449  C62 1.093
71 H -1.618 -2.349 0.839  C63 1.094
72 H -2.058 -1.137 -0.345  C63 1.095
73 H -4.012 -2.483 0.121  C64 1.095
74 H -4.285 -0.849 0.680  C64 1.096
75 H -5.168 -2.465 2.280  C65 1.096
76 H -3.916 -1.491 3.012  C65 1.095
77 H -3.677 -3.785 3.734  C66 1.095
78 H -2.282 -3.366 2.763  C66 1.094
79 H -4.711 -4.968 1.794  C67 1.094
80 H -3.120 -5.627 2.197  C67 1.093
81 H -3.300 -4.574 0.796  C67 1.092
82 C -11.757 -1.728 1.424  C83 1.524, H88 1.092, H89 1.093, H90 1.093
83 C -11.142 -1.566 2.809  C82 1.524, C84 1.529, H91 1.094, H92 1.095
84 C -9.939 -0.623 2.827  C83 1.529, C85 1.530, H93 1.095, H94 1.096
85 C -8.745 -1.073 1.983  C84 1.530, C86 1.529, H95 1.096, H96 1.095
86 C -8.178 -2.447 2.343  C85 1.529, C87 1.524, H97 1.094, H98 1.094
87 C -7.630 -2.518 3.763  C86 1.524, H99 1.093, H100 1.093, H101 1.092
88 H -11.051 -2.168 0.717  C82 1.092
89 H -12.628 -2.385 1.471  C82 1.093
90 H -12.084 -0.763 1.029  C82 1.093
91 H -10.865 -2.547 3.205  C83 1.094
92 H -11.906 -1.168 3.485  C83 1.095
93 H -9.620 -0.480 3.865  C84 1.095
94 H -10.257 0.365 2.474  C84 1.096
95 H -7.950 -0.325 2.080  C85 1.096
96 H -9.025 -1.075 0.925  C85 1.095
97 H -7.369 -2.681 1.643  C86 1.094
98 H -8.937 -3.223 2.203  C86 1.094
99 H -6.835 -1.782 3.910  C87 1.093
100 H -7.211 -3.509 3.956  C87 1.093
101 H -8.408 -2.337 4.507  C87 1.092

## Properties
**Total energy**: -129500.4108 eV
**Charge**: -1
**LUMO**: 2.14 eV
**Kohn-Sham gap**: 6.487 eV
**Highest occupied orbital energy**: -4.352 eV

The following is a DFT calculation (the ωB97M-V functional and the def2-TZVPD basis) of a cluster of 6 separate species, C33H65NO12S in total in a non-equilibrium geometry.

Last columns: bonded neighbours and bond lengths (Å).
Element x y z (Å)
1 C -0.686 3.152 -0.105  C2 1.501, H23 1.080, H24 1.085, H25 1.080
2 C -1.103 4.058 -1.227  C1 1.501, O3 1.424, H26 1.089, H27 1.090
3 O -0.068 4.223 -2.191  C2 1.424, C4 1.394
4 C -0.544 3.973 -3.477  O3 1.394, C5 1.532, H28 1.084, H29 1.089
5 C -0.698 2.474 -3.757  C4 1.532, O6 1.435, H30 1.084, H31 1.087
6 O 0.350 1.758 -3.090  C5 1.435, C7 1.372
7 C 0.435 0.438 -3.457  O6 1.372, O8 1.451, C13 1.521, H32 1.086
8 O -0.860 -0.156 -3.731  C7 1.451, S9 1.593
9 S -1.523 -0.634 -2.364  O8 1.593, O10 1.419, O11 1.417, O12 1.597
10 O -2.585 0.200 -1.929  S9 1.419
11 O -1.783 -2.025 -2.436  S9 1.417
12 O -0.269 -0.304 -1.433  S9 1.597, C13 1.451
13 C 0.911 -0.390 -2.273  C7 1.521, O12 1.451, C14 1.504, H33 1.089
14 C 2.174 0.098 -1.619  C13 1.504, C15 1.541, H34 1.087, H35 1.082
15 C 2.519 -0.702 -0.347  C14 1.541, C16 1.533, H36 1.081, H37 1.088
16 C 1.847 -0.183 0.929  C15 1.533, C17 1.549, H38 1.081, H39 1.087
17 C 1.759 -1.285 2.014  C16 1.549, N18 1.459, H40 1.085, H41 1.086
18 N 0.427 -1.788 2.329  C17 1.459, C19 1.468, C20 1.416
19 C -0.184 -2.594 1.266  N18 1.468, H42 1.080, H43 1.088, H44 1.084
20 C -0.415 -0.788 2.872  N18 1.416, C21 1.509, O22 1.224
21 C -1.470 -0.109 2.033  C20 1.509, H45 1.081, H46 1.088, H47 1.080
22 O -0.305 -0.469 4.049  C20 1.224
23 H -1.553 2.840 0.458  C1 1.080
24 H 0.004 3.629 0.583  C1 1.085
25 H -0.190 2.288 -0.523  C1 1.080
26 H -1.987 3.644 -1.710  C2 1.089
27 H -1.411 5.028 -0.836  C2 1.090
28 H 0.132 4.397 -4.210  C4 1.084
29 H -1.521 4.437 -3.609  C4 1.089
30 H -1.672 2.161 -3.396  C5 1.084
31 H -0.613 2.262 -4.820  C5 1.087
32 H 1.017 0.293 -4.363  C7 1.086
33 H 1.011 -1.439 -2.547  C13 1.089
34 H 2.965 -0.073 -2.344  C14 1.087
35 H 2.100 1.144 -1.353  C14 1.082
36 H 3.589 -0.614 -0.222  C15 1.081
37 H 2.320 -1.753 -0.547  C15 1.088
38 H 0.910 0.326 0.750  C16 1.081
39 H 2.531 0.559 1.334  C16 1.087
40 H 2.185 -0.893 2.931  C17 1.085
41 H 2.384 -2.116 1.703  C17 1.086
42 H -1.255 -2.469 1.193  C19 1.080
43 H -0.017 -3.637 1.528  C19 1.088
44 H 0.313 -2.454 0.312  C19 1.084
45 H -1.391 0.965 2.133  C21 1.081
46 H -2.436 -0.382 2.452  C21 1.088
47 H -1.491 -0.407 0.995  C21 1.080
48 C 5.182 -4.235 -2.823  C49 1.526, C52 1.522, H53 1.089, H54 1.092
49 C 6.460 -3.858 -2.079  C48 1.526, C50 1.522, H55 1.092, H56 1.088
50 C 6.261 -2.364 -1.860  C49 1.522, O51 1.431, H57 1.095, H58 1.090
51 O 4.850 -2.158 -1.740  C50 1.431, C52 1.430
52 C 4.155 -3.341 -2.141  C48 1.522, O51 1.430, H59 1.096, H60 1.092
53 H 4.930 -5.292 -2.758  C48 1.089
54 H 5.271 -3.969 -3.879  C48 1.092
55 H 6.501 -4.378 -1.120  C49 1.092
56 H 7.372 -4.086 -2.628  C49 1.088
57 H 6.624 -1.785 -2.715  C50 1.095
58 H 6.755 -1.998 -0.959  C50 1.090
59 H 3.744 -3.822 -1.246  C52 1.096
60 H 3.327 -3.068 -2.798  C52 1.092
61 C -1.948 -2.027 -8.382  C62 1.527, C65 1.523, H66 1.089, H67 1.092
62 C -2.586 -1.531 -7.087  C61 1.527, C63 1.522, H68 1.092, H69 1.089
63 C -1.729 -0.315 -6.769  C62 1.522, O64 1.430, H70 1.093, H71 1.091
64 O -1.295 0.217 -8.024  C63 1.430, C65 1.430
65 C -1.580 -0.718 -9.067  C61 1.523, O64 1.430, H72 1.095, H73 1.090
66 H -2.606 -2.650 -8.986  C61 1.089
67 H -1.046 -2.602 -8.157  C61 1.092
68 H -3.619 -1.225 -7.272  C62 1.092
69 H -2.589 -2.267 -6.285  C62 1.089
70 H -0.844 -0.596 -6.191  C63 1.093
71 H -2.272 0.454 -6.218  C63 1.091
72 H -2.417 -0.332 -9.660  C65 1.095
73 H -0.709 -0.807 -9.717  C65 1.090
74 C -2.940 -3.548 5.158  C75 1.527, C78 1.521, H79 1.089, H80 1.093
75 C -4.401 -3.883 4.864  C74 1.527, C76 1.524, H81 1.092, H82 1.089
76 C -4.392 -3.997 3.344  C75 1.524, O77 1.429, H83 1.096, H84 1.090
77 O -3.091 -4.467 2.982  C76 1.429, C78 1.430
78 C -2.219 -4.386 4.112  C74 1.521, O77 1.430, H85 1.096, H86 1.091
79 H -2.629 -3.783 6.174  C74 1.089
80 H -2.756 -2.486 4.982  C74 1.093
81 H -4.662 -4.844 5.312  C75 1.092
82 H -5.105 -3.136 5.227  C75 1.089
83 H -4.552 -3.021 2.872  C76 1.096
84 H -5.142 -4.691 2.965  C76 1.090
85 H -2.031 -5.403 4.476  C78 1.096
86 H -1.269 -3.946 3.805  C78 1.091
87 C 3.784 2.153 6.096  C88 1.527, C91 1.524, H92 1.089, H93 1.092
88 C 2.341 1.834 5.711  C87 1.527, C89 1.522, H94 1.092, H95 1.088
89 C 2.422 1.838 4.191  C88 1.522, O90 1.431, H96 1.096, H97 1.091
90 O 3.743 1.405 3.851  C89 1.431, C91 1.429
91 C 4.563 1.403 5.022  C87 1.524, O90 1.429, H98 1.096, H99 1.091
92 H 4.050 1.841 7.105  C87 1.089
93 H 3.965 3.227 6.012  C87 1.092
94 H 2.068 0.839 6.069  C88 1.092
95 H 1.615 2.545 6.100  C88 1.088
96 H 2.276 2.847 3.786  C89 1.096
97 H 1.693 1.170 3.731  C89 1.091
98 H 4.743 0.364 5.317  C91 1.096
99 H 5.523 1.867 4.790  C91 1.091
100 C -4.452 5.320 2.706  C101 1.526, C104 1.522, H105 1.089, H106 1.092
101 C -4.013 4.600 3.978  C100 1.526, C102 1.522, H107 1.093, H108 1.089
102 C -3.134 3.491 3.418  C101 1.522, O103 1.435, H109 1.094, H110 1.086
103 O -2.542 4.010 2.219  C102 1.435, C104 1.430
104 C -3.196 5.227 1.851  C100 1.522, O103 1.430, H111 1.096, H112 1.091
105 H -4.775 6.347 2.870  C100 1.089
106 H -5.272 4.775 2.233  C100 1.092
107 H -3.421 5.273 4.603  C101 1.093
108 H -4.839 4.221 4.577  C101 1.089
109 H -3.725 2.607 3.161  C102 1.094
110 H -2.347 3.186 4.102  C102 1.086
111 H -2.515 6.061 2.054  C104 1.096
112 H -3.411 5.210 0.781  C104 1.091

## Properties
**Total energy**: -72166.8325 eV
**LUMO**: 0.48 eV
**SMILES string**: CCOCCO[C@@H]1OS(=O)(=O)O[C@@H]1CCCCN(C)C(C)=O.C1CCOC1.C1CCOC1.C1CCOC1.C1CCOC1.C1CCOC1
**Kohn-Sham gap**: 9.100 eV
**Highest occupied orbital energy**: -8.619 eV